An isolated molecule of C3H7NO in a non-equilibrium geometry, computed with ωB97M-V/def2-TZVPD.

XYZ file:
```
12
Properties=species:S:1:pos:R:3:mulliken_charge:R:1
C -0.81469 -1.17714 0.64986 -0.712
N -0.99570 -0.06699 -0.24242 -0.165
C -0.08163 0.84765 -0.74645 0.699
C 1.37951 0.73412 -0.21485 -1.166
O -0.45580 1.71607 -1.48269 -0.596
H 0.19519 -1.05273 1.15911 0.257
H -0.86562 -2.20146 0.14290 0.224
H -1.58302 -1.10639 1.45103 0.284
H -1.89629 0.08988 -0.66348 0.214
H 1.38533 0.98873 0.86973 0.320
H 1.79279 -0.28470 -0.21124 0.346
H 1.93993 1.51296 -0.71150 0.296
```

Summary:
energy	-248.5053	a.u.
2S+1	1
lowest unoccupied orbital energy	0.89	eV
molar mass	73.1	g mol⁻¹
largest force on an atom	2.546	eV/A
energy relative to the best compared isomer or geometry (same formula, charge and spin)	13.32	kcal per mole
SMILES string	CNC(C)=O

A structure of composition C22H25CrN7O4S, computed with ωB97M-V/def2-TZVPD.

XYZ file:
```
60
Properties=species:S:1:pos:R:3:lowdin_spin:R:1
Cr 0.98284 0.20931 0.02395 3.706
C -1.77729 0.22272 1.27073 0.005
C -1.09180 1.02414 2.37049 0.004
N 0.36794 0.84540 2.32453 0.047
C 1.17075 2.05512 2.48075 0.007
C 1.14574 2.91626 1.22885 0.015
C 1.08264 4.30099 1.27398 -0.002
C 1.05078 5.00250 0.07931 0.014
C 1.05730 4.31844 -1.12598 -0.002
C 1.12684 2.93327 -1.10541 0.015
C 1.16358 2.10467 -2.38062 0.007
N 0.42817 0.84941 -2.27148 0.045
C -1.03556 0.90339 -2.38436 0.004
C -1.71076 0.12286 -1.25810 0.005
N -1.21713 0.69553 -0.00217 0.007
N 1.18928 2.27464 0.05700 0.007
H -2.86436 0.34814 1.31980 0.001
H -1.57270 -0.84541 1.36244 0.001
H -1.50054 0.76092 3.34903 0.001
H -1.30213 2.08976 2.22142 0.000
H 0.67152 0.12628 2.96595 0.003
H 2.20546 1.74500 2.65173 0.002
H 0.87019 2.67495 3.33396 0.001
H 1.04576 4.80742 2.22858 0.000
H 0.99861 6.08351 0.08800 0.001
H 1.00136 4.83954 -2.07182 0.000
H 2.21098 1.85212 -2.56887 0.001
H 0.83067 2.73686 -3.21252 0.001
H 0.82471 0.14408 -2.87520 0.002
H -1.37254 0.53469 -3.35590 0.001
H -1.34315 1.95398 -2.32538 0.000
H -1.42879 -0.93200 -1.28412 0.001
H -2.80065 0.19305 -1.34878 0.000
H -1.37789 1.70006 -0.04537 0.002
O 7.85647 -1.20544 -0.05878 0.001
C 6.94621 -2.05645 -0.08836 0.001
O 6.98436 -3.29605 -0.15446 0.001
C 5.52073 -1.45839 -0.05143 0.013
C 5.34260 -0.08517 0.08869 -0.002
C 4.06782 0.43451 0.11884 0.013
N 2.97900 -0.33816 0.01153 0.004
C 3.13562 -1.66939 -0.12687 0.015
C 4.38418 -2.25467 -0.15719 -0.003
C 1.84080 -2.45990 -0.25217 0.010
O 1.86037 -3.65938 -0.40533 0.012
O 0.75706 -1.72278 -0.18344 0.032
H 6.22532 0.53538 0.16509 0.000
H 3.89235 1.50048 0.22674 0.001
H 4.49031 -3.32544 -0.26300 0.000
S -1.91937 -3.39873 0.55775 0.000
C -3.53769 -3.56882 0.33395 0.000
N -4.02579 -4.74006 -0.23278 0.000
C -5.32643 -5.00547 -0.45224 0.000
C -6.25832 -4.07804 -0.12389 0.000
C -5.74635 -2.87490 0.42808 0.000
N -4.49142 -2.61402 0.64557 0.000
H -3.31221 -5.41839 -0.46176 0.000
H -5.55575 -5.96660 -0.89113 0.000
H -7.31117 -4.24352 -0.27940 0.000
H -6.44389 -2.08523 0.69717 0.000
```

Summary:
energy	-2980.3390	a.u.
2S+1	5
<S²>	6.0130
lowest unoccupied orbital energy (spin up / spin down)	-0.70 / -0.86	eV
molar mass	535.6	g mol⁻¹
largest force on an atom	0.545	eV/A

An isolated molecule of C23H22ClN3O3, computed with ωB97M-V/def2-TZVPD.

XYZ file:
```
52
Properties=species:S:1:pos:R:3:mulliken_charge:R:1
C 0.90557 -1.71343 1.82191 -1.034
C 0.68696 -1.09695 3.15702 0.423
N 0.29035 -1.86952 4.14360 -1.001
N 0.15711 -1.08582 5.21966 0.292
C 0.45230 0.19441 4.96864 -0.518
C 0.36845 1.25817 5.99051 -1.306
C 0.81615 0.25190 3.61449 1.257
C 1.16780 1.49557 2.95799 0.617
O 1.10643 2.56947 3.54417 -0.761
C 1.51927 1.49485 1.48990 -0.592
C 0.31392 2.13846 0.74740 1.302
O 0.14794 3.47535 1.10021 -0.704
C 0.60965 1.97762 -0.76183 -0.226
O 1.50331 2.48697 -1.38743 -0.676
N -0.28482 1.07028 -1.26531 0.394
C -0.25053 0.61646 -2.63267 -1.108
C 0.44325 -0.74962 -2.75401 -0.407
C 0.45067 -1.19446 -4.18850 0.193
C 1.42635 -0.72791 -5.06038 -0.309
C 1.41783 -1.10401 -6.39132 -0.647
C 0.43032 -1.94981 -6.86782 -0.416
C -0.54737 -2.41717 -6.00691 -0.650
C -0.53739 -2.03924 -4.67565 -0.274
C -1.19183 0.65014 -0.30419 -0.420
C -2.24291 -0.24093 -0.42512 -0.595
C -3.02454 -0.48875 0.69514 -0.957
C -2.76682 0.16336 1.88942 0.097
Cl -3.75664 -0.16112 3.26747 -0.253
C -1.71888 1.07015 2.01479 -0.218
C -0.92223 1.28317 0.91474 0.404
H 0.65482 -2.76839 1.89780 0.399
H 0.26639 -1.25263 1.07053 0.041
H 1.94637 -1.62613 1.51252 0.354
H -0.14797 -1.48695 6.09351 0.169
H -0.45482 1.93359 5.75876 0.251
H 0.21484 0.83321 6.98004 0.375
H 1.27711 1.85682 5.98022 0.334
H 2.37605 2.15022 1.31596 0.440
H 1.72796 0.50689 1.09571 0.263
H 0.41809 3.57891 2.03178 0.510
H 0.30828 1.36304 -3.20242 0.419
H -1.27076 0.56117 -3.02188 0.257
H 1.46591 -0.65178 -2.38421 0.334
H -0.08114 -1.47918 -2.13297 0.441
H 2.19808 -0.06868 -4.69012 0.408
H 2.18362 -0.73716 -7.05869 0.381
H 0.42369 -2.24481 -7.90655 0.377
H -1.31972 -3.07797 -6.37251 0.385
H -1.30152 -2.41050 -4.00690 0.343
H -2.46140 -0.73660 -1.35715 0.459
H -3.84359 -1.18777 0.63548 0.468
H -1.54999 1.58710 2.94519 0.685
```

Summary:
energy	-1739.8855	a.u.
2S+1	1
lowest unoccupied orbital energy	0.44	eV
molar mass	423.9	g mol⁻¹
largest force on an atom	0.922	eV/A
energy relative to the best compared isomer or geometry (same formula, charge and spin)	0.00	kcal per mole
SMILES string	Cc1n[nH]c(C)c1C(=O)C[C@@]1(O)C(=O)N(CCc2ccccc2)c2ccc(Cl)cc21

A cluster of 2 separate species, C2H3O2 in total in a non-equilibrium geometry, computed with ωB97M-V/def2-TZVPD.

XYZ file:
```
7
Properties=species:S:1:pos:R:3:mulliken_charge:R:1
C 0.72397 1.00777 0.79532 0.432
C -0.60118 -0.88432 -0.61460 0.027
O 0.44169 -0.29084 -0.80794 -0.358
O -0.02569 0.89469 1.62665 -0.077
H 1.41863 1.52703 0.25171 0.414
H -0.76144 -1.67112 -1.42181 0.286
H -1.19597 -0.58321 0.17067 0.277
```

Summary:
energy	-228.1066	a.u.
net charge	+1
2S+1	1
lowest unoccupied orbital energy	-6.31	eV
molar mass	59.0	g mol⁻¹
largest force on an atom	4.575	eV/A
energy relative to the best compared isomer or geometry (same formula, charge and spin)	18.57	kcal per mole

An isolated molecule of C5H8O in a non-equilibrium geometry, computed with ωB97M-V/def2-TZVPD.

XYZ file:
```
14
Properties=species:S:1:pos:R:3:mulliken_charge:R:1
C -0.03944 -1.60429 0.46584 -1.269
C 0.24335 -0.62355 -0.63465 0.004
C -0.33870 0.74546 -0.85436 -0.369
C -0.73487 1.36800 0.47064 -0.394
O 0.59747 1.15168 1.00377 -0.453
C 1.02601 0.59969 -0.26327 -0.260
H 0.05387 -1.06546 1.41163 0.314
H 0.69309 -2.42706 0.48667 0.347
H -1.03314 -2.04032 0.39828 0.272
H 0.57713 -1.05069 -1.58558 0.445
H -0.58859 1.12371 -1.83029 0.368
H -1.54667 0.86435 1.01540 0.230
H -0.96510 2.43453 0.43166 0.304
H 2.05559 0.52395 -0.51574 0.461
```

Summary:
energy	-270.4589	a.u.
2S+1	1
lowest unoccupied orbital energy	1.12	eV
molar mass	84.1	g mol⁻¹
largest force on an atom	1.363	eV/A
energy relative to the best compared isomer or geometry (same formula, charge and spin)	62.13	kcal per mole
SMILES string	C[C@H]1[C@H]2CO[C@@H]12

A structure of composition C26H21F6N8OPd in a non-equilibrium geometry, computed with ωB97M-V/def2-TZVPD.

XYZ file:
```
63
Properties=species:S:1:pos:R:3:mulliken_charge:R:1
Pd 1.10593 -0.33101 -1.29541 0.297
C -1.21724 -2.87621 4.87919 -1.614
C -1.17909 -2.29196 3.49763 0.596
C -1.86548 -1.12223 3.18064 -1.100
C -1.79219 -0.57126 1.92689 0.292
C -1.02526 -1.14765 0.88609 0.912
N -0.95020 -0.58762 -0.34252 -0.077
C -2.01962 0.12146 -0.80523 -0.163
C -3.31804 -0.39816 -0.62140 -0.102
C -4.44373 0.25317 -1.05957 -1.028
C -4.35101 1.47207 -1.72336 0.571
C -5.57705 2.18694 -2.21151 -1.593
C -3.08371 1.98414 -1.94888 -0.260
C -1.93184 1.34181 -1.51171 -0.499
N -0.70584 1.99247 -1.77691 1.119
C -0.47661 3.30807 -1.60005 -0.247
C 0.74990 3.59108 -2.15380 -1.024
C 1.20273 2.37144 -2.65644 -0.167
N 0.30588 1.41647 -2.43397 -1.160
C -0.33695 -2.34041 1.22498 -0.602
C -0.41332 -2.87653 2.50166 -0.262
N 0.44984 -3.02837 0.27658 0.358
C 0.44622 -4.35802 0.05532 -0.135
C 1.43120 -4.62143 -0.87061 -1.130
C 1.99351 -3.37643 -1.15759 -0.338
N 1.38824 -2.43016 -0.45656 -0.041
H -2.07885 -2.50720 5.43250 0.382
H -0.31537 -2.60287 5.43027 0.274
H -1.26645 -3.96322 4.83682 0.372
H -2.47147 -0.64116 3.93653 0.326
H -2.32421 0.34274 1.71127 0.533
H -3.41253 -1.34290 -0.10394 0.482
H -5.41606 -0.18246 -0.87480 0.354
H -6.45628 1.85712 -1.66139 0.370
H -5.74230 1.98123 -3.27044 0.295
H -5.46926 3.26329 -2.09277 0.362
H -2.97821 2.92246 -2.47720 0.477
H -1.16257 3.94265 -1.07278 0.498
H 1.25619 4.53298 -2.15521 0.439
H 2.11453 2.15580 -3.17871 0.494
H 0.14076 -3.78014 2.71855 0.508
H -0.25120 -5.01313 0.53651 0.460
H 1.70213 -5.57626 -1.27265 0.412
H 2.80054 -3.12622 -1.81932 0.438
C 1.60721 0.47236 2.31141 -1.812
C 2.23955 1.32127 1.18492 1.300
O 1.50901 1.43275 0.08243 -0.083
C 2.46963 2.74654 1.75502 0.424
F 3.14879 3.56490 0.94962 -0.266
F 1.29770 3.34704 1.99572 -0.295
F 3.13364 2.76247 2.93511 -0.313
C 3.62607 0.69704 0.84218 0.319
F 3.43675 -0.44615 0.15198 -0.131
F 4.41188 1.46915 0.09043 -0.292
F 4.36249 0.35328 1.92145 -0.348
H 0.61636 0.86856 2.51622 0.461
H 2.21587 0.49042 3.21079 0.467
H 1.50627 -0.55062 1.95231 0.170
N 2.56967 -0.72326 -2.86100 -0.602
C 3.51836 -0.23183 -3.34893 0.660
N 4.61857 0.06934 -3.85130 -0.656
C 5.06690 0.87521 -4.73617 0.503
N 5.58963 1.53712 -5.52889 -0.586
```

Summary:
energy	-2243.7881	a.u.
net charge	-1
2S+1	1
lowest unoccupied orbital energy (spin up / spin down)	1.50 / 1.48	eV
molar mass	681.9	g mol⁻¹
largest force on an atom	2.820	eV/A
energy relative to the best compared isomer or geometry (same formula, charge and spin)	41.88	kcal per mole

An isolated molecule of CH2S2 in a non-equilibrium geometry, computed with ωB97M-V/def2-TZVPD.

XYZ file:
```
5
Properties=species:S:1:pos:R:3:mulliken_charge:R:1
S 1.47815 -0.17003 -0.00011 -0.242
C 0.09050 0.67825 -0.02574 -0.137
S -1.38180 -0.25096 0.00731 -0.083
H 0.04664 1.73886 0.12017 0.316
H -2.13122 0.92746 -0.08101 0.146
```

Summary:
energy	-835.6410	a.u.
2S+1	1
lowest unoccupied orbital energy	-0.40	eV
molar mass	78.2	g mol⁻¹
largest force on an atom	2.400	eV/A
energy relative to the best compared isomer or geometry (same formula, charge and spin)	4.28	kcal per mole
SMILES string	S=CS

A cluster of 2 separate species, C2H8S2 in total in a non-equilibrium geometry, computed with ωB97M-V/def2-TZVPD.

XYZ file:
```
12
Properties=species:S:1:pos:R:3:lowdin_spin:R:1
C -2.98197 1.49473 0.60625 0.011
S -2.21862 0.44649 1.82331 0.174
H -2.15775 2.23351 0.29809 0.010
H -3.05941 1.12517 -0.39540 0.002
H -3.90806 2.05456 0.95701 0.004
H -1.50669 1.23111 2.63518 0.012
C 2.85318 -1.85999 -1.10349 0.148
S 2.83720 -0.16148 -0.39058 0.484
H 3.43248 -2.25619 -2.03583 0.045
H 3.33915 -2.67191 -0.38829 0.038
H 1.77480 -1.95674 -1.00166 0.039
H 1.59569 0.32076 -1.00460 0.032
```

Summary:
energy	-877.2450	a.u.
net charge	-1
2S+1	2
<S²>	0.7505
lowest unoccupied orbital energy (spin up / spin down)	3.18 / 3.30	eV
molar mass	96.2	g mol⁻¹
largest force on an atom	3.744	eV/A
energy relative to the best compared isomer or geometry (same formula, charge and spin)	67.23	kcal per mole